*one*
15
Properties=species:S:1:pos:R:3:lowdin_charge:R:1 method="wB97M-V/def2-TZVPD" homo_energy_ev=-9.1 e_lumo_ev=0.42 gap_ev=9.472
C 0.300 -1.916 -2.133 0.024
C 0.118 -0.844 -0.972 -0.408
C -0.339 0.302 -1.173 -0.025
C -0.518 1.463 -0.274 -0.487
C 0.285 -0.300 1.195 -0.388
H 1.370 -2.044 -2.729 0.152
H 0.335 -2.678 -1.779 -0.122
H -0.521 -1.789 -2.915 0.104
H -0.731 0.760 -2.454 0.221
H -0.281 1.747 1.951 0.318
H 0.686 -1.581 2.487 0.117
N -0.182 0.900 0.989 0.167
N 0.486 -1.264 0.218 0.155
O -0.780 2.616 -0.363 0.085
O 0.523 -0.627 2.505 0.086

***

*two*
15
Properties=species:S:1:pos:R:3:lowdin_charge:R:1 method="wB97M-V/def2-TZVPD" homo_energy_ev=-9.3 e_lumo_ev=0.33 gap_ev=9.667 smiles=N#CCC[C@H](O)C#[N+][O-]
C 0.646 -1.602 -0.132 -0.277
C 1.095 0.522 0.143 -0.020
C -0.725 -1.218 -0.245 -0.218
C -1.176 -0.164 0.653 -0.122
C -0.249 1.047 0.251 -0.312
N 1.698 -2.103 -0.199 0.182
N 2.233 0.720 0.158 -0.104
O 3.395 0.672 0.222 0.092
O -0.817 1.440 -0.998 -0.009
H -0.746 -0.818 -1.269 0.138
H -1.289 -2.190 -0.283 0.154
H -2.272 0.032 0.302 0.167
H -1.043 -0.279 1.696 0.112
H -0.435 1.742 0.973 0.121
H -0.314 2.197 -1.273 0.095

***

*three*
15
Properties=species:S:1:pos:R:3:lowdin_charge:R:1 method="wB97M-V/def2-TZVPD" homo_energy_ev=-8.7 e_lumo_ev=-0.50 gap_ev=8.198
C 0.876 -2.532 0.410 -0.153
C 0.557 -1.006 0.700 -0.084
C -0.271 0.064 0.218 -0.290
C -0.397 2.578 -0.054 -0.381
C -1.194 1.079 -1.724 -0.092
H 0.117 -3.136 0.849 -0.003
H 0.923 -3.210 -0.841 0.169
H 1.879 -3.048 0.869 0.093
H 1.162 -0.358 1.582 0.144
H -0.205 1.426 1.943 0.202
H -1.508 0.790 -2.670 0.123
N -0.425 1.354 0.846 0.099
N -0.820 2.264 -1.318 0.144
O 0.076 3.765 0.284 -0.010
O -0.769 -0.031 -1.093 0.040

***

*four*
15
Properties=species:S:1:pos:R:3:lowdin_charge:R:1 method="wB97M-V/def2-TZVPD" homo_energy_ev=-9.7 e_lumo_ev=0.59 gap_ev=10.245
C -2.685 0.540 0.233 0.010
C -1.416 -0.222 0.192 -0.394
N -1.225 -1.502 0.337 0.135
C 0.142 -1.670 0.317 -0.044
C 0.721 -0.467 0.039 -0.230
O -0.277 0.456 -0.003 0.116
C 2.107 -0.040 -0.019 -0.239
N 2.879 0.447 0.829 0.133
H -2.822 1.098 -0.704 0.092
H -3.522 -0.152 0.368 0.091
H -2.669 1.262 1.060 0.094
H 0.611 -2.622 0.550 0.125
O 2.704 0.736 -1.348 -0.136
H 1.935 0.995 -1.874 0.055
H 3.518 1.141 0.025 0.192

***

Tell me which of them is the least stable. Sure, it is *three*.

***

*one*
12
Properties=species:S:1:pos:R:3:lowdin_charge:R:1 method="wB97M-V/def2-TZVPD" homo_energy_ev="-8.4 / -8.5" e_lumo_ev="0.40 / -1.14" gap_ev="8.773 / 7.320"
C 0.002 1.053 -1.343 -0.167
C 0.239 1.719 0.015 -0.472
C -0.718 -2.159 0.932 0.033
N 0.544 -0.159 -1.375 -0.129
N 1.269 -0.564 -0.365 -0.325
S 1.643 0.808 0.642 0.839
H -0.723 1.355 -2.142 0.118
H 0.458 2.798 0.005 0.076
H -0.591 1.477 0.655 0.059
H -1.589 -1.509 0.943 -0.029
H -0.235 -2.591 0.040 -0.014
H -0.298 -2.231 1.992 0.011

***

*two*
12
Properties=species:S:1:pos:R:3:lowdin_charge:R:1 method="wB97M-V/def2-TZVPD" homo_energy_ev=-8.7 e_lumo_ev=0.33 gap_ev=9.073
C -0.036 -0.287 0.954 -0.292
C -0.864 -1.292 0.672 0.004
C 0.369 0.369 -1.395 -0.298
H 1.320 2.200 1.018 -0.025
H -0.014 0.099 1.968 0.097
H -1.012 -1.613 -0.372 0.065
H -1.556 -1.645 1.355 0.033
H 1.263 0.423 -1.990 0.088
H -1.463 0.099 -0.894 0.085
N 0.698 0.387 -0.013 -0.574
N -0.864 0.214 -1.861 0.053
S 2.159 1.046 0.559 0.764

***

*three*
12
Properties=species:S:1:pos:R:3:lowdin_charge:R:1 method="wB97M-V/def2-TZVPD" homo_energy_ev=-7.9 e_lumo_ev=0.97 gap_ev=8.827 smiles="NN1C=CCS1"
C -1.486 0.249 -0.097 -0.227
C -0.528 1.105 0.004 0.020
C -1.098 -1.132 0.133 -0.473
N 1.052 0.318 0.507 -0.515
N 2.174 0.747 -0.150 -0.127
S 0.744 -1.281 0.040 0.846
H -2.582 0.490 -0.263 0.140
H -0.514 2.108 -0.055 0.045
H -1.468 -1.499 1.156 0.102
H -1.565 -1.853 -0.526 0.064
H 2.207 0.128 -1.052 0.064
H 3.064 0.620 0.304 0.061

***

Tell me which of them is the least stable. Sure, it is *one*.

***

*one*
12
Properties=species:S:1:pos:R:3:lowdin_charge:R:1 method="wB97M-V/def2-TZVPD" homo_energy_ev=-7.7 e_lumo_ev=0.59 gap_ev=8.330 smiles="C=CN/C=N/S"
C 1.043 0.921 0.052 -0.267
C -1.019 -0.344 -0.305 -0.266
C -2.379 -0.531 0.184 -0.036
H 3.089 -1.709 -0.111 -0.026
H 1.364 1.919 0.270 0.117
H -0.801 1.573 -0.246 0.022
H -0.334 -1.174 -0.439 0.089
H -2.762 0.459 0.940 0.120
H -2.785 -1.588 -0.080 0.047
N 1.680 -0.140 0.060 -0.509
N -0.368 0.810 -0.311 0.014
S 3.271 -0.196 -0.015 0.693

***

*two*
12
Properties=species:S:1:pos:R:3:lowdin_charge:R:1 method="wB97M-V/def2-TZVPD" homo_energy_ev=-8.6 e_lumo_ev=0.98 gap_ev=9.529
C 1.154 -1.184 0.407 -0.554
C -1.145 0.199 0.110 -0.520
C -2.465 0.233 0.114 -0.093
H 1.339 0.703 -1.243 0.057
H 2.709 1.323 -0.535 0.074
H 1.343 -2.004 1.035 0.043
H -0.590 0.956 0.640 0.067
H -3.108 -0.551 -0.341 0.066
H -2.963 1.128 0.445 0.047
N 1.919 0.746 -0.439 -0.003
N 2.102 -0.341 0.322 -0.087
S -0.295 -1.208 -0.513 0.903

***

Tell me which of them is the least stable. Sure, it is *one*.